Record 1
A structure of composition C6H6 in a non-equilibrium geometry. Source: the OMol25 dataset; level of theory: wB97M-V/def2-TZVPD.

XYZ file:
```
12
Properties=species:S:1:pos:R:3:forces:R:3:lowdin_charge:R:1
C 1.104 -1.094 1.284 2.14 -1.51 0.98 -0.11
C 0.398 -0.011 1.834 -1.32 -0.30 0.94 -0.16
C 0.862 -0.765 -0.038 1.55 -1.07 0.79 0.05
C -0.080 -0.110 -0.622 -0.09 -0.04 2.06 -0.30
C -0.343 0.526 0.780 -0.43 -0.69 -1.96 -0.06
C -0.576 0.338 -1.889 -1.84 2.14 -2.03 -0.08
H 1.735 -1.949 1.761 -1.52 1.89 -1.14 0.13
H 0.179 0.199 2.905 0.61 -0.06 -1.00 0.11
H -0.982 1.372 0.622 0.31 0.81 0.48 0.10
H -0.751 1.496 -1.767 0.12 -2.15 -0.68 0.11
H -1.586 -0.164 -2.029 1.06 0.82 -0.21 0.10
H 0.038 0.162 -2.843 -0.60 0.15 1.76 0.10
```
Positions in Å, forces in eV/Å.

Summary:
2S+1 = 1
energy above the lowest of the compared OMol25 structures with the same formula, charge and spin = 5.767 eV
gap between HOMO and LUMO (alpha / beta) = 0.2725 / 0.2724 Ha
lowest unoccupied orbital energy (alpha / beta) = -0.016 / -0.016 Eh
total energy = -232.01440 hartree
max |F| = 3.5 eV/Å

Record 2
An isolated molecule of C6H6. Source: the OMol25 dataset; level of theory: wB97M-V/def2-TZVPD.

XYZ file:
```
12
Properties=species:S:1:pos:R:3:forces:R:3:lowdin_charge:R:1
C 0.782 1.432 -0.225 0.03 0.04 -0.07 -0.07
C 0.049 0.317 0.540 -0.02 -0.06 -0.02 -0.39
C -1.302 0.047 0.011 -0.51 -0.21 -0.23 -0.12
C -2.313 -0.394 -0.472 0.33 0.29 0.20 0.13
C 0.711 -0.997 0.422 0.17 -0.56 -0.08 -0.12
C 1.044 -2.135 0.217 0.00 0.45 0.13 0.13
H 0.857 1.173 -1.284 -0.01 0.03 0.14 0.09
H 0.240 2.377 -0.133 0.05 -0.18 0.00 0.08
H 1.792 1.567 0.174 -0.17 -0.06 -0.04 0.08
H -0.018 0.601 1.599 -0.02 -0.10 -0.18 0.14
H -3.191 -0.823 -0.899 0.06 0.19 0.07 0.03
H 1.298 -3.154 0.026 0.10 0.17 0.08 0.03
```
Positions in Å, forces in eV/Å.

Summary:
2S+1 = 1
energy above the lowest of the compared OMol25 structures with the same formula, charge and spin = 3.992 eV
gap between HOMO and LUMO = 0.3966 Ha
lowest unoccupied orbital energy = 0.037 Eh
total energy = -232.07961 hartree
SMILES = C#CC(C)C#C
max |F| = 0.6 eV/Å

Record 3
An isolated molecule of C6H6 in a non-equilibrium geometry. Source: the OMol25 dataset; level of theory: wB97M-V/def2-TZVPD.

XYZ file:
```
12
Properties=species:S:1:pos:R:3:forces:R:3:lowdin_charge:R:1
C 0.401 -0.255 0.328 5.29 4.46 1.44 -0.28
C 2.848 0.019 -0.844 5.01 0.77 -0.73 0.02
C -0.696 -0.753 -0.381 -4.47 -1.01 -3.75 -0.20
C -1.607 0.423 0.260 0.48 -4.11 3.09 -0.11
C 1.894 -0.156 -0.131 -3.55 -0.80 0.88 -0.08
C -0.298 0.616 1.136 -1.69 -1.39 -2.89 0.02
H -0.895 -0.748 -1.508 1.35 -0.07 1.19 0.13
H -0.899 -1.792 -0.043 -0.56 0.62 -0.12 0.12
H -1.947 1.222 -0.350 0.33 0.64 -0.81 0.08
H -2.527 -0.042 0.772 1.21 0.94 -0.42 0.11
H 4.050 0.224 -1.214 -4.58 -0.79 1.13 0.12
H -0.324 1.241 1.977 1.18 0.76 1.01 0.08
```
Positions in Å, forces in eV/Å.

Summary:
2S+1 = 1
energy above the lowest of the compared OMol25 structures with the same formula, charge and spin = 5.666 eV
gap between HOMO and LUMO = 0.3612 Ha
lowest unoccupied orbital energy = 0.036 Eh
total energy = -232.01812 hartree
SMILES = C#CC1=CCC1
max |F| = 7.1 eV/Å

Record 4
An isolated molecule of C6H6. Source: the OMol25 dataset; level of theory: wB97M-V/def2-TZVPD.

XYZ file:
```
12
Properties=species:S:1:pos:R:3:forces:R:3:lowdin_charge:R:1
C -1.155 -0.815 -0.582 -0.09 -0.01 -0.08 -0.07
C -0.263 -0.098 0.450 0.05 -0.03 0.02 -0.40
C 1.093 -0.659 0.337 0.51 -0.23 -0.09 -0.12
C 2.173 -1.141 0.120 -0.36 0.19 0.12 0.13
C -0.195 1.370 0.308 0.06 0.51 -0.01 -0.11
C -0.063 2.566 0.261 -0.08 -0.52 -0.02 0.12
H -0.740 -0.702 -1.587 -0.09 0.06 0.15 0.09
H -1.168 -1.884 -0.342 -0.04 0.19 -0.05 0.08
H -2.178 -0.433 -0.566 0.14 0.01 0.03 0.08
H -0.662 -0.305 1.452 0.13 0.00 -0.13 0.14
H 3.140 -1.548 -0.073 -0.13 0.04 0.07 0.03
H 0.078 3.624 0.222 -0.09 -0.21 -0.02 0.03
```
Positions in Å, forces in eV/Å.

Summary:
2S+1 = 1
energy above the lowest of the compared OMol25 structures with the same formula, charge and spin = 3.866 eV
gap between HOMO and LUMO = 0.4066 Ha
lowest unoccupied orbital energy = 0.038 Eh
total energy = -232.08424 hartree
SMILES = C#CC(C)C#C
max |F| = 0.6 eV/Å

Record 5
An isolated molecule of C6H6. Source: the OMol25 dataset; level of theory: wB97M-V/def2-TZVPD.

XYZ file:
```
12
Properties=species:S:1:pos:R:3:forces:R:3:lowdin_charge:R:1
C -0.100 -1.759 -0.884 0.03 -0.29 -0.19 -0.12
C -0.626 0.335 0.673 -0.17 0.06 0.09 -0.16
C 0.242 -0.680 0.061 0.10 -0.12 -0.13 -0.27
C 1.282 -1.297 -0.383 -0.22 0.24 0.05 0.04
C -0.163 1.721 0.594 0.08 0.53 0.01 -0.13
C 0.167 2.874 0.498 -0.15 -0.44 0.04 0.11
H -0.502 -1.431 -1.854 0.41 -0.24 0.05 0.08
H -0.618 -2.647 -0.501 0.50 -0.01 -0.08 0.08
H -1.543 0.184 0.093 -0.17 0.61 0.34 0.13
H -0.856 0.047 1.704 0.01 0.13 -0.02 0.13
H 2.367 -1.294 -0.427 -0.42 -0.27 -0.18 0.09
H 0.434 3.903 0.406 0.01 -0.19 0.03 0.02
```
Positions in Å, forces in eV/Å.

Summary:
2S+1 = 1
energy above the lowest of the compared OMol25 structures with the same formula, charge and spin = 4.819 eV
gap between HOMO and LUMO = 0.3817 Ha
lowest unoccupied orbital energy = 0.038 Eh
total energy = -232.04924 hartree
SMILES = C#CCC1=CC1
max |F| = 0.7 eV/Å

Record 6
An isolated molecule of C6H6 in a non-equilibrium geometry. Source: the OMol25 dataset; level of theory: wB97M-V/def2-TZVPD.

XYZ file:
```
12
Properties=species:S:1:pos:R:3:forces:R:3:lowdin_charge:R:1
C 1.183 -0.324 -0.046 -0.54 -0.15 -1.46 -0.20
C 0.993 0.823 -0.796 1.09 0.11 0.02 0.07
C -0.256 0.084 -0.302 -1.99 2.09 -0.52 -0.41
C -1.305 -0.672 -0.349 -2.85 -2.67 0.27 0.09
C 1.419 -1.625 -0.019 -2.41 -1.21 1.39 0.03
C -0.185 1.606 -0.399 1.68 -0.65 -1.42 -0.04
H -2.361 -0.284 -0.299 1.42 -0.35 -0.20 0.10
H -1.177 -1.793 -0.353 -0.30 1.38 0.22 0.08
H 0.671 -2.468 0.224 0.89 1.92 -0.64 0.10
H 2.360 -1.932 0.113 3.68 -1.21 0.39 0.00
H -0.197 2.261 0.394 -0.25 0.76 2.50 0.08
H -0.643 2.063 -1.250 -0.44 -0.01 -0.56 0.10
```
Positions in Å, forces in eV/Å.

Summary:
2S+1 = 1
energy above the lowest of the compared OMol25 structures with the same formula, charge and spin = 7.288 eV
gap between HOMO and LUMO = 0.2737 Ha
lowest unoccupied orbital energy = -0.009 Eh
total energy = -231.95848 hartree
max |F| = 3.9 eV/Å

Record 7
An isolated molecule of C6H6 in a non-equilibrium geometry. Source: the OMol25 dataset; level of theory: wB97M-V/def2-TZVPD.

XYZ file:
```
12
Properties=species:S:1:pos:R:3:forces:R:3:lowdin_charge:R:1
C -0.573 0.384 -0.458 -2.10 0.19 0.25 -0.41
C -2.026 0.158 -0.910 1.60 0.36 -0.02 0.16
C 0.534 -0.595 -0.848 0.96 -2.29 -1.03 -0.17
C -1.840 0.125 0.522 1.78 -5.52 -2.39 -0.13
C 1.536 0.379 -0.234 -1.83 1.02 0.05 -0.05
C 0.518 1.276 0.039 1.09 0.79 0.20 -0.04
H 0.363 -1.596 -0.421 0.30 0.35 0.83 0.10
H 0.791 -0.984 -1.894 -0.84 1.54 0.74 0.13
H -1.975 -0.930 0.988 -0.31 1.86 -0.60 0.13
H -2.063 0.892 1.115 -0.32 3.30 2.41 0.05
H 2.633 0.329 -0.174 -0.78 0.27 0.17 0.10
H 0.408 2.336 0.470 0.44 -1.87 -0.61 0.13
```
Positions in Å, forces in eV/Å.

Summary:
2S+1 = 1
energy above the lowest of the compared OMol25 structures with the same formula, charge and spin = 7.400 eV
gap between HOMO and LUMO = 0.2818 Ha
lowest unoccupied orbital energy = -0.014 Eh
total energy = -231.95437 hartree
max |F| = 6.3 eV/Å

Copy entry 3 word for word.
An isolated molecule of C6H6 in a non-equilibrium geometry. Source: the OMol25 dataset; level of theory: wB97M-V/def2-TZVPD.

XYZ file:
```
12
Properties=species:S:1:pos:R:3:forces:R:3:lowdin_charge:R:1
C 0.401 -0.255 0.328 5.29 4.46 1.44 -0.28
C 2.848 0.019 -0.844 5.01 0.77 -0.73 0.02
C -0.696 -0.753 -0.381 -4.47 -1.01 -3.75 -0.20
C -1.607 0.423 0.260 0.48 -4.11 3.09 -0.11
C 1.894 -0.156 -0.131 -3.55 -0.80 0.88 -0.08
C -0.298 0.616 1.136 -1.69 -1.39 -2.89 0.02
H -0.895 -0.748 -1.508 1.35 -0.07 1.19 0.13
H -0.899 -1.792 -0.043 -0.56 0.62 -0.12 0.12
H -1.947 1.222 -0.350 0.33 0.64 -0.81 0.08
H -2.527 -0.042 0.772 1.21 0.94 -0.42 0.11
H 4.050 0.224 -1.214 -4.58 -0.79 1.13 0.12
H -0.324 1.241 1.977 1.18 0.76 1.01 0.08
```
Positions in Å, forces in eV/Å.

Summary:
2S+1 = 1
energy above the lowest of the compared OMol25 structures with the same formula, charge and spin = 5.666 eV
gap between HOMO and LUMO = 0.3612 Ha
lowest unoccupied orbital energy = 0.036 Eh
total energy = -232.01812 hartree
SMILES = C#CC1=CCC1
max |F| = 7.1 eV/Å